DFT (ωB97M-V with the def2-TZVPD basis set) results for a single C8H11N molecule in a non-equilibrium geometry.

Each line ends with the natural charge from an NBO analysis.
Positions of all 20 atoms, in Å:
C -1.739801 -1.074570 0.090761  -0.438
C 1.367780 0.725046 -0.614232  -0.069
C -2.247166 0.335185 -0.273851  -0.164
H -1.794807 -1.798020 -0.748118  0.210
C 0.865068 -1.602828 -0.100581  -0.215
H -0.174707 -1.004413 1.680771  0.210
C 1.138896 1.545089 0.633268  -0.427
C -0.250251 -0.839260 0.595279  -0.226
H 1.388615 -2.406631 0.444499  0.202
H -2.299780 -1.588848 0.860503  0.213
H -3.317336 0.375380 -0.518051  0.208
H 2.660533 -0.640995 0.379241  0.355
H 1.170150 2.590689 0.270698  0.222
H 1.414879 1.030762 -1.644008  0.210
H -1.524333 2.322295 -0.417370  0.221
H 1.842271 1.308825 1.497393  0.217
C -0.023844 0.672396 0.135955  -0.069
H 0.507470 -2.016037 -1.060576  0.181
N 1.938667 -0.640349 -0.375518  -0.633
C -1.351286 1.290514 -0.152660  -0.209

Forces on atoms 1 to 6 (eV/Å):
C 1.2 0.2 0.0
C -1.3 -2.9 1.3
C -1.5 -2.1 0.6
H 0.2 0.6 0.0
C 1.0 0.0 -0.6
H -0.2 0.4 -0.2

Values from the calculation:
energy relative to the best compared isomer or geometry (same formula, charge and spin): 22.48 kcal/mol
frontier orbital gap: 0.352 Ha
F_max: 3.398 eV/Å
net charge: 0

DFT (ωB97M-V with the def2-TZVPD basis set) results for 2 unconnected molecules or ions with the total composition C8H11N in a non-equilibrium geometry.

Each line ends with the natural charge from an NBO analysis.
Positions of all 20 atoms, in Å:
H 0.272148 0.944243 4.036852  0.186
C 0.607922 1.207760 -0.979752  -0.306
H -0.292498 -1.153354 1.061277  0.226
C -0.731535 -0.589453 0.220003  -0.306
H -2.079995 0.864389 1.183561  0.232
C -0.428401 -1.423841 -0.998393  -0.396
C 1.385449 0.273399 -1.566419  -0.116
H -0.638561 -2.462355 -0.677011  0.216
H -0.524201 0.129401 2.786333  0.174
C 0.003749 1.090370 2.959823  -0.223
C -1.823144 0.501523 0.194441  -0.440
C 1.074678 -1.150721 -1.316892  -0.471
N 0.586855 1.808014 2.172284  -0.225
C -0.371680 0.822574 -0.058159  0.123
H 0.751262 2.266679 -1.319112  0.222
H 2.359024 0.455975 -2.188545  0.214
H -1.007134 -1.146125 -1.945333  0.215
H 1.909497 -1.398103 -0.659569  0.231
H -2.459856 0.707657 -0.646247  0.232
H 1.406421 -1.748034 -2.259143  0.214

Forces on atoms 1 to 6 (eV/Å):
H 0.1 1.3 -0.1
C 0.5 2.1 -1.5
H -0.9 0.8 0.4
C 0.2 0.9 -1.1
H -0.7 -0.1 -0.1
C 0.5 -0.3 -0.5

Values from the calculation:
energy relative to the best compared isomer or geometry (same formula, charge and spin): 117.99 kcal/mol
frontier orbital gap (spin up / spin down): 0.329 / 0.263 Ha
F_max: 3.713 eV/Å
net charge: 0

DFT (ωB97M-V with the def2-TZVPD basis set) results for a gas-phase ion, C8H11N2O (charge +1) in a non-equilibrium geometry.

Each line ends with the natural charge from an NBO analysis.
Positions of all 22 atoms, in Å:
C 1.305834 1.631455 -0.055998  0.191
H 0.826045 0.718313 -1.778366  0.287
H -2.165944 -1.245935 -1.132805  0.255
N 1.876350 2.435209 0.527814  -0.186
C -0.469762 -0.104429 1.205179  -0.549
H -2.428181 1.500326 -0.165193  0.255
H 2.156733 -2.212379 1.209288  0.272
C -1.428100 1.497994 -0.557524  -0.625
H -1.530436 1.504172 -1.623998  0.232
C 0.807807 0.450830 -0.752756  -0.164
C -0.675295 0.252915 -0.268353  -0.007
H 0.733008 -1.128786 2.837093  0.287
C -1.141103 -1.021203 -1.019005  -0.640
H -0.563000 0.741220 1.823536  0.304
H -0.792715 -1.968072 -0.741742  0.226
C 0.581171 -0.942450 1.687891  0.108
H -0.880265 -0.670116 -2.023394  0.218
O 2.556044 -1.049280 -1.188858  -0.145
H -1.352607 -0.634943 1.702528  0.306
C 1.672159 -1.305652 0.947752  -0.174
N 1.753603 -0.825922 -0.334040  0.307
H -0.841348 2.376724 -0.299055  0.243

Forces on atoms 1 to 6 (eV/Å):
C 1.4 -0.7 0.2
H 0.6 -1.0 -1.4
H -1.7 0.6 0.5
N -0.2 0.4 0.2
C -2.9 -0.8 1.2
H -0.3 0.1 0.5

Values from the calculation:
energy relative to the best compared isomer or geometry (same formula, charge and spin): 149.21 kcal/mol
frontier orbital gap (spin up / spin down): 0.316 / 0.316 Ha
F_max: 4.039 eV/Å
net charge: +1

DFT (ωB97M-V with the def2-TZVPD basis set) results for a gas-phase ion, C8H11N2O2 (charge +1) in a non-equilibrium geometry.

Each line ends with the natural charge from an NBO analysis.
Positions of all 23 atoms, in Å:
C 1.896146 1.487275 -1.019528  -0.635
O -1.019402 -1.747864 -1.061445  -0.637
O -3.277969 1.758697 0.541153  -0.590
H 1.532783 1.836419 -0.076011  0.203
C -1.083883 -0.808285 -0.094674  0.591
C 1.461030 -0.367511 1.143579  0.223
H -3.636546 -0.334549 2.185863  0.256
H 1.584429 0.011612 2.132793  0.255
C -2.785200 -0.447788 1.404220  -0.254
H 2.554499 -0.100463 -1.980560  0.233
C 2.677759 0.236769 -1.034111  -0.454
H 3.765844 0.284706 -0.855586  0.249
H -1.763607 -2.368098 1.426324  0.254
H 2.516676 -1.852074 -0.129039  0.237
N 0.623676 -0.812930 0.319243  -0.276
C -2.588332 0.686939 0.484513  0.582
C -1.860047 -1.365710 1.086762  -0.192
H 2.712375 2.212933 -1.362940  0.247
N -1.709636 0.475277 -0.426712  -0.534
H -4.180738 1.618146 0.930005  0.516
H 1.049261 1.609838 -1.655300  0.238
H -0.590532 -1.228161 -1.864231  0.501
C 2.121415 -0.785178 -0.094317  -0.014

Forces on atoms 1 to 6 (eV/Å):
C 2.4 3.2 -0.2
O 1.2 2.5 -2.7
O -2.2 1.6 0.0
H 0.2 0.2 0.9
C -1.2 -0.8 0.2
C -0.2 -1.0 -0.6

Values from the calculation:
energy relative to the best compared isomer or geometry (same formula, charge and spin): 128.35 kcal/mol
frontier orbital gap: 0.344 Ha
F_max: 4.008 eV/Å
net charge: +1

DFT (ωB97M-V with the def2-TZVPD basis set) results for a gas-phase ion, C8H11N2S (charge +1) in a non-equilibrium geometry.

Each line ends with the natural charge from an NBO analysis.
Positions of all 22 atoms, in Å:
C -0.376325 -0.188221 -1.298104  -0.245
C -0.877736 1.700609 0.333317  0.189
H -0.043097 0.279496 -2.210928  0.251
C 1.338862 0.410893 0.473913  0.135
H 3.267825 -0.466084 0.161440  0.231
H 1.426192 -1.119124 -0.818332  0.450
H 0.788893 -1.643017 1.477401  0.241
N -1.605849 2.630306 0.912474  -0.425
H -0.074923 -2.558013 0.210812  0.241
H 3.077570 0.971975 1.325816  0.241
H -0.898718 -1.071402 1.123616  0.252
C 0.321079 1.353330 0.949788  -0.339
C 2.610293 0.238857 0.760251  -0.382
H -2.304167 0.412650 -0.702700  0.245
C -1.021473 3.126483 1.951472  -0.080
C 0.010066 -1.562641 0.724932  -0.403
S 0.615933 2.589425 2.173553  0.458
C -1.392808 0.924165 -0.833417  -0.438
H -0.910834 -1.103005 -1.645108  0.237
H -1.373516 4.046965 2.544302  0.258
N 0.644911 -0.619017 -0.325309  -0.374
H -1.461995 1.690247 -1.562232  0.255

Forces on atoms 1 to 6 (eV/Å):
C -1.9 0.8 -1.4
C 1.3 -3.3 0.3
H 1.5 -0.4 -0.1
C -1.7 0.5 -0.1
H -1.0 0.7 1.1
H -1.1 0.2 0.4

Values from the calculation:
energy relative to the best compared isomer or geometry (same formula, charge and spin): 3.69 kcal/mol
frontier orbital gap: 0.330 Ha
F_max: 3.535 eV/Å
net charge: +1

DFT (ωB97M-V with the def2-TZVPD basis set) results for 2 unconnected molecules or ions with the total composition C8H11N3 in a non-equilibrium geometry.

Each line ends with the natural charge from an NBO analysis.
Positions of all 22 atoms, in Å:
C -0.874043 0.834871 -0.254289  0.068
H -0.076498 -0.165474 1.453264  0.271
C -2.257723 0.972957 -0.809144  -0.645
H -1.082688 1.394158 1.722978  0.221
H -0.093094 -1.732266 -1.277741  0.223
C 0.957474 -3.065747 0.150572  -0.212
H -2.704352 1.625408 -0.141722  0.220
C -1.027991 0.411742 1.238116  -0.684
H 4.536985 0.555759 -0.955641  0.220
H 1.425726 -3.682492 0.825026  0.220
N 1.832834 0.287102 0.828770  -0.245
H -2.204839 1.169770 -1.906095  0.210
C 3.607811 0.464428 -0.479352  -0.090
C 3.147241 0.195392 0.851456  -0.082
N 1.486050 0.535859 -0.435443  -0.026
N 2.551433 0.642225 -1.219439  -0.228
C 0.368893 -2.351311 -0.607138  -0.235
H 3.561084 -0.010662 1.830969  0.226
H -2.897345 0.100628 -0.797782  0.219
H -2.036660 -0.144283 1.357691  0.213
H 0.161217 0.872828 -1.995598  0.228
C 0.263801 0.752575 -0.969612  -0.093

Forces on atoms 1 to 6 (eV/Å):
C -0.5 -2.7 1.1
H -1.8 0.7 0.6
C 1.7 -0.9 -2.9
H 0.1 -0.5 0.8
H -0.9 1.1 -1.1
C -0.9 1.0 -1.0

Values from the calculation:
energy relative to the best compared isomer or geometry (same formula, charge and spin): 95.87 kcal/mol
frontier orbital gap: 0.346 Ha
F_max: 4.397 eV/Å
net charge: 0